This record from the Open Molecules 2025 dataset describes a cluster of 9 separate species, C28H37FO27 in total in a non-equilibrium geometry. The level of theory is wB97M-V/def2-TZVPD.

The LUMO energy is -0.443 eV. As for the SMILES: O=C1OC[C@@H](F)O1.C[C@H]1COC(=O)O1.O=C1OCCO1.O=C1OCCO1.O=C1OCCO1.O=C1OCCO1.O=C1OCCO1.O=C1OCCO1.O=C1OCCO1. Its HOMO energy is -9.98 eV. The value obtained for the HOMO-LUMO gap is 0.351 Ha. The energy above the lowest of the compared OMol25 structures with the same formula, charge and spin comes out at 0.0 kJ/mol.

The geometry in XYZ format:
```
93
C28H37FO27, DFT wB97M-V/def2-TZVPD
O 2.03 -0.64 1.23
C 0.95 -0.20 1.00
O 0.24 -0.50 -0.08
C -0.72 0.54 -0.33
C -0.90 1.04 1.10
F -2.11 0.58 1.56
O 0.18 0.56 1.83
H -0.33 1.23 -1.08
H -1.61 0.14 -0.82
H -0.93 2.13 1.17
C -6.86 -1.66 1.13
C -5.45 -2.19 1.08
C -4.34 -1.58 1.93
O -3.70 -2.70 2.49
C -4.42 -3.82 2.33
O -4.25 -4.82 2.94
O -5.48 -3.57 1.52
H -6.84 -0.59 0.89
H -7.32 -1.87 2.10
H -7.38 -2.08 0.28
H -5.13 -2.43 0.06
H -4.61 -0.72 2.55
H -3.65 -1.18 1.18
O -1.73 -1.08 5.68
C -0.62 -0.82 5.36
O 0.18 -1.64 4.66
C 1.46 -1.12 4.61
C 1.42 0.11 5.57
O -0.01 0.37 5.49
H 2.27 -1.80 4.90
H 1.75 -0.75 3.63
H 1.90 0.99 5.13
H 1.81 -0.11 6.56
O -2.33 4.85 2.96
C -2.33 5.01 1.79
O -1.40 4.66 0.92
C -1.83 4.75 -0.44
C -3.25 5.34 -0.30
O -3.43 5.45 1.11
H -1.15 5.45 -0.91
H -1.98 3.77 -0.89
H -4.02 4.72 -0.76
H -3.35 6.36 -0.67
O -2.82 -3.13 -0.98
C -2.08 -2.93 -1.89
O -1.71 -3.88 -2.79
C -0.96 -3.29 -3.83
C -0.57 -1.93 -3.19
O -1.61 -1.73 -2.26
H -0.03 -3.81 -4.07
H -1.47 -3.23 -4.79
H -0.64 -1.27 -4.06
H 0.43 -1.91 -2.77
O 1.00 -5.66 -2.66
C 1.51 -5.19 -1.71
O 2.73 -5.48 -1.25
C 2.99 -4.89 -0.01
C 1.83 -3.75 0.08
O 1.03 -4.13 -1.02
H 2.70 -5.59 0.77
H 3.96 -4.41 0.10
H 2.27 -2.78 -0.11
H 1.36 -3.79 1.06
O -1.63 2.37 -2.72
C -0.72 2.32 -3.50
O 0.25 1.40 -3.49
C 1.12 1.60 -4.63
C 0.71 2.98 -5.15
O -0.42 3.32 -4.34
H 2.11 1.61 -4.16
H 1.06 0.75 -5.30
H 0.27 2.88 -6.14
H 1.55 3.65 -5.09
O 3.25 5.31 -2.70
C 2.88 4.57 -1.85
O 2.16 3.44 -2.00
C 1.52 3.12 -0.77
C 2.32 3.88 0.26
O 3.12 4.76 -0.52
H 0.48 3.45 -0.76
H 1.61 2.06 -0.54
H 3.01 3.18 0.75
H 1.84 4.31 1.14
O 4.56 -2.44 2.61
C 4.69 -1.67 1.71
O 5.02 -0.38 1.82
C 5.79 0.02 0.70
C 5.19 -0.95 -0.34
O 4.67 -2.03 0.40
H 5.79 1.09 0.48
H 6.83 -0.24 0.92
H 5.99 -1.20 -1.04
H 4.32 -0.54 -0.86
```

Löwdin atomic charge list, values in e, 8 entries: O 0.169; C -0.545; O 0.083; C -0.034; C -0.275; F 0.073; O 0.156; H 0.085